Entry 1:
ORCA calculation (the ωB97M-V functional and the def2-TZVPD basis) on a 2-piece molecular cluster, C3H7Cl2NO overall.

Structure (XYZ):
```
14
Properties=species:S:1:pos:R:3:forces:R:3:mulliken_charge:R:1
C -0.945075 -1.403372 0.246933 0.2 -0.1 -0.3 -1.12
C 0.215097 -0.638853 0.829508 -0.5 0.0 0.1 0.78
C -0.150528 0.289660 1.959867 0.3 0.0 0.1 -1.01
O 1.339794 -0.748965 0.410398 0.3 0.1 -0.1 -0.56
H -1.778484 -0.731757 0.057345 -0.1 0.1 0.0 0.34
H -0.648343 -1.899236 -0.672538 0.0 0.0 -0.1 0.29
H -1.272409 -2.152680 0.965159 -0.1 -0.1 0.1 0.37
H 0.664721 0.357614 2.675000 0.1 0.0 0.0 0.34
H -1.064843 -0.023657 2.453996 -0.1 0.0 0.1 0.32
H -0.308502 1.283415 1.540432 -0.1 0.1 0.0 0.25
Cl -0.487456 1.851949 -2.264397 0.2 -0.1 0.1 -0.05
N 0.944341 1.109068 -2.917383 0.1 -0.2 -0.1 -0.25
Cl 2.236374 2.264788 -3.083866 -0.2 -0.2 0.2 -0.04
H 1.255313 0.442025 -2.200453 0.0 0.4 0.0 0.33
```
Forces are in eV/Å.

Calculated values
SMILES = CC(C)=O.ClNCl
M = 144.0 g mol⁻¹

Entry 2:
ORCA calculation (the ωB97M-V functional and the def2-TZVPD basis) on a 2-piece molecular cluster, C6H12 overall.

Structure (XYZ):
```
18
Properties=species:S:1:pos:R:3:forces:R:3:mulliken_charge:R:1
C -1.491789 2.108482 -0.296167 0.8 -2.1 -0.5 -0.69
C -1.554131 2.270904 1.020272 -1.2 1.0 1.1 0.08
C -1.776803 1.170643 2.072109 0.6 1.0 0.0 -0.93
H -1.160512 2.825679 -1.034406 -0.4 0.5 0.3 0.28
H -1.516365 1.064840 -0.748307 -0.1 1.2 0.8 0.16
H -1.588568 3.288391 1.486734 0.5 -0.7 -0.8 0.26
H -2.654066 0.546541 1.851985 0.7 -0.2 0.0 0.29
H -0.789633 0.709257 2.157757 -0.4 -1.0 -0.3 0.23
H -1.872532 1.564982 3.102467 -0.4 0.2 -0.7 0.31
C 1.494540 -1.181374 -2.344328 0.9 -0.5 0.0 -0.76
C 1.839589 -1.206648 -1.042508 2.2 1.0 -2.0 0.08
C 1.522685 -2.311077 -0.121719 -3.4 0.4 1.4 -0.94
H 2.114674 -0.864418 -3.194688 -0.3 1.3 0.9 0.26
H 0.734776 -1.807723 -2.756117 -0.6 -0.8 0.3 0.27
H 2.647049 -0.466758 -0.709166 -1.1 -1.2 -0.5 0.23
H 1.693006 -3.351084 -0.404878 0.4 0.4 -0.4 0.31
H 1.954982 -2.103150 0.828490 0.6 -0.2 0.8 0.32
H 0.403099 -2.257488 0.132472 1.2 -0.3 -0.4 0.23
```
Forces are in eV/Å.

Calculated values
SMILES = C=CC.C=CC
M = 84.2 g mol⁻¹

Entry 3:
ORCA calculation (the ωB97M-V functional and the def2-TZVPD basis) on one molecule with the formula C21H24ClN3O2.

Structure (XYZ):
```
51
Properties=species:S:1:pos:R:3:forces:R:3:mulliken_charge:R:1
C 3.259878 2.515153 -3.177875 -0.1 0.0 0.0 -1.46
C 2.898747 1.707288 -1.969237 0.0 0.0 0.1 1.00
C 3.374824 0.414480 -1.796206 0.0 0.0 0.0 -0.81
C 3.036462 -0.319647 -0.672286 0.1 -0.1 0.0 -0.74
C 2.192503 0.213039 0.283833 -0.1 0.1 0.0 -0.43
C 1.701895 1.504461 0.122782 0.2 0.0 -0.2 0.45
C 0.805803 2.149234 1.127245 0.1 -0.3 0.1 -0.05
O 0.879665 3.329679 1.411945 -0.1 0.3 -0.1 -0.67
N -0.089189 1.307143 1.703900 0.0 -0.1 0.1 0.12
C -1.162673 1.823906 2.530313 0.0 0.3 0.2 -0.28
C -2.272019 2.407392 1.650084 0.2 -0.1 0.0 -1.02
C -2.788371 1.328506 0.694031 0.0 0.2 -0.2 -0.91
N -2.639088 -0.000068 1.275830 -0.3 -0.2 0.2 0.52
C -3.329402 -1.000744 0.488241 -0.1 0.1 -0.1 -1.16
C -2.419571 -1.443941 -0.660250 -0.3 0.1 0.3 0.66
O -2.757629 -1.477306 -1.818830 -0.1 0.0 -0.3 -0.65
N -1.194764 -1.798115 -0.180088 0.4 -0.1 0.4 0.03
C -0.116666 -2.362295 -0.850809 0.1 -0.2 -0.1 0.36
C 0.011899 -2.339240 -2.236393 -0.1 0.1 -0.1 -0.54
C 1.102265 -2.930181 -2.846977 0.0 0.0 0.1 -0.79
C 2.079576 -3.556385 -2.093332 0.1 0.0 0.0 -0.40
C 1.971405 -3.585383 -0.712805 -0.1 0.0 0.0 -0.76
C 0.885464 -2.988598 -0.103521 0.0 0.0 -0.2 0.77
Cl 0.763914 -3.022070 1.633044 0.0 0.0 0.1 -0.22
C -2.914520 0.013352 2.700411 0.1 0.0 0.3 -0.94
C -1.742800 0.710347 3.410041 -0.2 0.0 -0.1 -0.97
C 2.070851 2.244376 -0.992741 0.0 -0.1 0.1 -0.71
H 3.575912 3.515017 -2.887035 0.0 0.1 0.0 0.37
H 4.060914 2.041300 -3.739597 0.1 0.0 -0.1 0.37
H 2.394050 2.617238 -3.831982 0.0 0.0 -0.1 0.31
H 4.027305 -0.019489 -2.540355 0.1 0.0 -0.1 0.35
H 3.437206 -1.313680 -0.543232 0.0 -0.1 0.0 0.57
H 1.946640 -0.355378 1.168196 0.0 -0.1 0.1 0.77
H -0.266638 0.413258 1.272023 0.1 0.0 -0.1 0.06
H -0.723077 2.618101 3.141841 -0.1 -0.2 -0.1 0.61
H -3.074139 2.771377 2.293012 0.0 0.0 0.0 0.44
H -1.883313 3.252982 1.083817 0.0 0.0 0.0 0.47
H -2.221957 1.340996 -0.242572 -0.1 0.1 0.0 0.38
H -3.843432 1.533959 0.444163 0.1 -0.1 0.0 0.38
H -3.538122 -1.880736 1.103868 0.0 0.0 0.0 0.38
H -4.281045 -0.643036 0.066880 0.1 -0.1 0.0 0.36
H -1.089972 -1.760368 0.828698 -0.1 0.1 -0.3 0.02
H -0.759304 -1.864589 -2.819492 0.0 0.0 0.0 0.53
H 1.185686 -2.902166 -3.922288 0.0 0.0 -0.1 0.40
H 2.926834 -4.022279 -2.571724 0.1 0.0 0.0 0.40
H 2.724550 -4.070421 -0.110552 0.0 0.0 0.1 0.41
H -3.003584 -1.014325 3.059673 -0.1 0.1 0.0 0.48
H -3.861771 0.527494 2.928946 0.0 -0.1 0.0 0.36
H -2.087727 1.125679 4.356683 0.0 0.0 0.1 0.42
H -0.953290 -0.009925 3.628266 0.0 0.0 0.0 0.30
H 1.699818 3.254612 -1.087585 0.0 0.1 0.0 0.45
```
Forces are in eV/Å.

Calculated values
SMILES = Cc1cccc(C(=O)NC2CCN(CC(=O)Nc3ccccc3Cl)CC2)c1
M = 385.9 g mol⁻¹

Entry 4:
ORCA calculation (the ωB97M-V functional and the def2-TZVPD basis) on a 2-piece molecular cluster, C3H9NOS2 overall.

Structure (XYZ):
```
16
Properties=species:S:1:pos:R:3:forces:R:3:lowdin_spin:R:1
C 0.215119 1.683318 -1.452040 0.3 0.8 -0.3 0.00
N -0.675570 2.669570 -1.903275 0.1 0.6 0.3 0.00
O -0.078725 0.533888 -1.292368 -0.1 -0.4 0.6 0.00
H 1.232124 2.072992 -1.249861 0.2 -0.4 -0.2 0.00
H -1.087348 3.154581 -1.101418 -0.5 -0.5 -0.1 0.00
H -0.151816 3.426882 -2.339386 0.1 -0.2 -0.1 0.00
C 1.604329 -0.418972 1.343609 -0.2 0.0 -0.1 0.08
S 1.295612 -2.160769 1.083171 -0.1 0.3 0.2 0.73
S -0.549673 -2.454761 1.907753 0.4 0.0 -0.3 0.07
C -1.522317 -2.097057 0.393464 -0.2 -0.2 -0.1 0.07
H 0.714936 0.125634 1.022224 0.0 0.0 0.0 0.02
H 1.760926 -0.268475 2.415307 0.0 -0.1 0.0 0.03
H 2.464189 -0.069031 0.777137 0.1 -0.3 0.0 0.00
H -1.241576 -2.775726 -0.407356 0.1 0.1 0.0 0.00
H -2.532830 -2.366196 0.704721 0.0 0.2 0.0 0.01
H -1.447378 -1.055881 0.098323 0.0 0.0 0.0 0.00
```
Forces are in eV/Å.

Calculated values
expectation value of S² = 0.75
spin multiplicity = 2
total charge = +1
M = 139.2 g mol⁻¹

Looking at relative energy (zero: lowest compared OMol25 entry of this formula, charge and spin) for the records above, in order, we have 59.9, 71.4, 7.4, 3.9 kcal per mole.
Looking at max |F| for the records above, in order, we have 0.53, 3.67, 0.60, 0.93 eV/Å.